(1)
Formula: C3H14N2O2
Source: the OMol25 dataset
Level of theory: ωB97M-V/def2-TZVPD

XYZ file:
```
21
Properties=species:S:1:pos:R:3:mulliken_charge:R:1
C 2.495 0.600 -0.588 -0.917
C 1.323 0.282 -1.508 -0.433
N 0.085 0.801 -0.754 -0.329
C -0.804 -0.215 0.050 -0.340
N -2.138 0.446 0.228 -0.531
H 2.620 1.693 -0.475 0.243
H 3.576 0.290 -0.868 0.320
H 2.405 0.174 0.456 0.231
H 1.186 0.918 -2.411 0.290
H 1.462 -0.823 -1.627 0.246
H -0.489 1.304 -1.392 0.279
H -0.079 -0.626 0.778 0.220
H -0.889 -1.047 -0.740 0.274
H -2.195 1.474 0.269 0.239
H -2.734 0.036 1.009 0.211
O -1.058 -5.179 1.350 -0.638
H -1.228 -5.802 2.070 0.321
H -0.885 -4.361 1.961 0.317
O 0.166 3.635 0.533 -0.679
H 0.531 3.731 1.452 0.330
H 0.140 2.665 0.407 0.346
```

As for the total charge: 0. The calculation puts the HOMO-LUMO gap at 9.53 eV. For the HOMO energy, the calculation gives -8.97 eV. As for the SMILES: CCNCN.O.O. For the total energy, the calculation gives -382.60893 a.u. The value obtained for the LUMO energy is 0.5581 eV.

---

(2)
Formula: C3H14N2O2
Source: the OMol25 dataset
Level of theory: ωB97M-V/def2-TZVPD

XYZ file:
```
21
Properties=species:S:1:pos:R:3:mulliken_charge:R:1
C 0.299 2.654 -0.664 -1.107
C 0.647 1.154 -0.841 -0.220
N -0.123 0.596 0.362 -0.397
C 0.586 -0.521 0.782 -0.664
N 0.392 -1.016 2.156 -0.641
H 0.825 2.981 0.258 0.314
H 0.759 3.244 -1.475 0.373
H -0.864 2.899 -0.509 0.232
H 1.676 0.780 -0.695 0.244
H 0.240 0.742 -1.760 0.269
H -0.258 1.275 1.101 0.266
H 0.183 -1.253 0.098 0.378
H 1.639 -0.454 0.721 0.404
H -0.609 -1.357 2.198 0.291
H 0.499 -0.169 2.792 0.263
O 2.790 -3.723 -2.854 -0.653
H 2.194 -3.191 -2.300 0.324
H 3.348 -4.300 -2.266 0.329
O -5.021 -0.380 0.770 -0.655
H -4.763 -0.231 1.778 0.329
H -4.438 0.270 0.348 0.323
```

As for the total charge: 0. The calculation puts the HOMO-LUMO gap at 9.68 eV. For the HOMO energy, the calculation gives -9.10 eV. As for the SMILES: CCNCN.O.O. For the total energy, the calculation gives -382.61485 a.u. The value obtained for the LUMO energy is 0.5890 eV.

---

(3)
Formula: C3H14N2O2
Source: the OMol25 dataset
Level of theory: ωB97M-V/def2-TZVPD

XYZ file:
```
21
Properties=species:S:1:pos:R:3:mulliken_charge:R:1
N 0.695 -0.124 0.995 -0.686
C -0.328 0.680 0.604 0.230
C 0.215 2.466 0.706 -1.096
C -0.922 1.581 1.517 -0.432
N -0.287 -2.754 0.895 -0.727
H 0.295 -1.027 1.421 0.470
H -0.070 -2.532 -0.092 0.259
H -1.044 0.278 -0.135 0.378
H -0.269 2.823 -0.213 0.334
H 1.247 2.200 0.597 0.371
H 0.218 3.322 1.308 0.464
H -0.790 1.398 2.551 0.331
H -1.793 2.118 1.276 0.272
H -1.301 -2.896 0.904 0.219
H 0.125 -3.605 1.142 0.225
H 0.058 -2.164 -2.534 0.133
H 1.202 -0.381 0.120 0.361
O 0.099 -1.685 -1.694 -0.980
H 0.411 -0.373 -2.056 0.358
H 0.479 0.686 -3.161 0.216
O 0.505 0.688 -2.297 -0.700
```

As for the total charge: 0. The calculation puts the HOMO-LUMO gap at 7.20 eV. For the HOMO energy, the calculation gives -7.88 eV. For the total energy, the calculation gives -382.50902 a.u. The value obtained for the LUMO energy is -0.6839 eV.

---

(4)
Formula: C3H14N2O2
Source: the OMol25 dataset
Level of theory: ωB97M-V/def2-TZVPD

XYZ file:
```
21
Properties=species:S:1:pos:R:3:mulliken_spin:R:1
C -1.631 0.763 -0.320 0.090
C -0.440 -0.042 0.247 0.000
N -0.303 -1.428 -0.235 0.787
C -0.590 -1.820 -1.612 0.018
N 0.502 -1.442 -2.501 0.086
H -1.745 0.729 -1.401 -0.004
H -1.426 1.811 -0.107 -0.005
H -2.541 0.562 0.239 0.002
H 0.465 0.557 0.178 0.027
H -0.692 -0.138 1.287 -0.003
H -0.746 -1.941 0.529 -0.021
H -1.474 -1.313 -1.987 0.030
H -0.695 -2.899 -1.563 0.004
H 0.799 -0.481 -2.319 -0.003
H 1.339 -1.942 -2.213 -0.007
H 2.090 0.029 1.853 0.000
H 2.867 1.294 2.100 0.000
O 2.990 0.347 1.989 0.000
H 0.176 2.847 1.373 0.000
H 0.568 2.474 2.664 0.001
O 0.485 2.030 1.799 -0.001
```

As for the total charge: +1. The calculation puts the HOMO-LUMO gap (alpha / beta) at 11.07 / 6.16 eV. For the HOMO energy (alpha / beta), the calculation gives -14.34 / -14.34 eV. The expectation value of S² is 0.755. For the total energy, the calculation gives -382.33662 a.u. The value obtained for the LUMO energy (alpha / beta) is -3.2698 / -8.1845 eV. The spin multiplicity is 2.

---

(5)
Formula: C3H14N2O2
Source: the OMol25 dataset
Level of theory: ωB97M-V/def2-TZVPD

XYZ file:
```
21
Properties=species:S:1:pos:R:3:mulliken_spin:R:1
N 0.340 2.395 -1.698 0.870
C 1.422 1.419 -1.583 0.030
C 1.107 0.548 -0.359 0.005
C 2.055 -0.602 -0.082 0.004
N 1.527 -1.515 0.939 0.004
H -0.459 2.039 -1.172 -0.009
H 0.192 2.677 -2.678 -0.012
H 1.298 0.807 -2.492 0.063
H 2.413 1.934 -1.457 0.051
H 0.165 -0.034 -0.504 -0.001
H 0.833 1.276 0.444 -0.007
H 2.125 -1.049 -1.079 0.001
H 3.020 -0.154 0.213 0.002
H 1.313 -1.046 1.838 0.000
H 2.378 -1.969 1.280 0.000
H -1.388 -2.015 0.675 0.000
H -2.190 -1.510 -0.603 0.000
O -2.229 -1.678 0.347 0.000
H -4.454 -0.015 2.126 0.000
H -4.953 -1.172 2.808 0.000
O -4.517 -0.338 3.036 0.000
```

As for the total charge: +1. The calculation puts the HOMO-LUMO gap (alpha / beta) at 9.43 / 4.03 eV. For the HOMO energy (alpha / beta), the calculation gives -13.22 / -13.22 eV. The expectation value of S² is 0.754. For the total energy, the calculation gives -382.30930 a.u. The value obtained for the LUMO energy (alpha / beta) is -3.7837 / -9.1909 eV. The spin multiplicity is 2.

---

(6)
Formula: C3H14N2O2
Source: the OMol25 dataset
Level of theory: ωB97M-V/def2-TZVPD

XYZ file:
```
21
Properties=species:S:1:pos:R:3:mulliken_spin:R:1
N 0.393 -0.479 -1.991 0.827
C 0.543 -1.060 -0.694 0.044
C -0.563 -0.617 0.245 0.017
C -0.381 -1.117 1.689 0.014
N -1.555 -0.788 2.515 0.007
H -0.334 0.224 -2.119 -0.015
H 1.216 -0.151 -2.497 -0.019
H 1.552 -0.796 -0.358 0.053
H 0.596 -2.159 -0.793 0.083
H -0.578 0.463 0.291 -0.007
H -1.535 -0.932 -0.139 -0.003
H 0.463 -0.578 2.103 0.000
H -0.181 -2.189 1.670 -0.002
H -2.005 -1.658 2.788 0.000
H -2.291 -0.405 1.932 0.000
H -4.740 -0.452 -0.035 0.000
H -4.688 0.591 -1.147 0.000
O -4.588 0.484 -0.196 0.000
H 6.324 2.266 -1.471 0.000
H 5.156 3.229 -1.237 0.000
O 6.090 3.099 -1.042 0.000
```

As for the total charge: +1. The calculation puts the HOMO-LUMO gap (alpha / beta) at 9.32 / 4.13 eV. For the HOMO energy (alpha / beta), the calculation gives -13.14 / -13.11 eV. The expectation value of S² is 0.754. For the total energy, the calculation gives -382.32898 a.u. The value obtained for the LUMO energy (alpha / beta) is -3.8274 / -8.9829 eV. The spin multiplicity is 2.

---

(7)
Formula: C3H14N2O2S
Source: the OMol25 dataset
Level of theory: ωB97M-V/def2-TZVPD

XYZ file:
```
22
Properties=species:S:1:pos:R:3:mulliken_charge:R:1
N 1.869 -0.917 -1.100 -0.465
C 0.452 -1.238 -1.194 -0.927
C -0.534 0.015 -1.511 0.011
N -1.824 -0.577 -1.749 -0.448
C -0.637 0.946 -0.323 -0.506
S -0.488 2.719 -0.864 -0.231
H 2.371 -1.191 -1.941 0.232
H 1.991 -0.039 -0.756 0.208
H -0.015 -1.543 -0.278 0.352
H 0.355 -2.063 -1.951 0.345
H -0.230 0.520 -2.500 0.422
H -2.352 -0.232 -2.475 0.130
H -2.254 -1.276 -1.250 0.116
H 0.177 0.756 0.333 0.357
H -1.560 0.640 0.269 0.263
H -0.795 2.348 -2.130 0.143
O 3.945 0.176 2.410 -0.637
H 4.376 1.047 2.524 0.321
H 4.447 -0.523 2.851 0.316
O -2.855 0.507 3.914 -0.613
H -3.359 0.107 4.561 0.298
H -3.079 -0.183 3.160 0.316
```

As for the total charge: 0. The calculation puts the HOMO-LUMO gap at 8.98 eV. For the HOMO energy, the calculation gives -8.30 eV. As for the SMILES: NC[C@@H](N)CS.O.O. For the total energy, the calculation gives -780.80214 a.u. The value obtained for the LUMO energy is 0.6742 eV.

---

(8)
Formula: C3H14N2O3
Source: the OMol25 dataset
Level of theory: ωB97M-V/def2-TZVPD

XYZ file:
```
22
Properties=species:S:1:pos:R:3:mulliken_charge:R:1
N -0.571 0.182 1.321 -0.442
C 0.554 -0.416 0.556 -0.873
C 1.623 0.566 0.035 -0.389
N 0.958 1.356 -1.004 -0.175
C 1.784 2.301 -1.815 -0.396
O 2.101 1.847 -3.095 -0.529
H -0.332 0.271 2.262 0.215
H -0.756 1.043 0.874 0.241
H -0.007 -0.811 -0.336 0.398
H 1.047 -1.359 1.066 0.307
H 2.095 1.179 0.921 0.220
H 2.470 0.210 -0.513 0.436
H 0.123 0.756 -1.326 0.116
H 0.958 3.169 -2.133 0.278
H 2.716 2.712 -1.198 0.267
H 1.307 1.503 -3.530 0.325
O -3.191 -0.037 -0.978 -0.645
H -3.839 0.509 -0.451 0.327
H -2.385 0.587 -1.168 0.318
O -2.203 -5.004 4.392 -0.655
H -1.191 -5.133 4.552 0.331
H -2.337 -4.563 3.553 0.324
```

As for the total charge: 0. The calculation puts the HOMO-LUMO gap at 9.31 eV. For the HOMO energy, the calculation gives -8.82 eV. As for the SMILES: NCCNCO.O.O. For the total energy, the calculation gives -457.82108 a.u. The value obtained for the LUMO energy is 0.4842 eV.

---

(9)
Formula: C3H14N3O2
Source: the OMol25 dataset
Level of theory: ωB97M-V/def2-TZVPD

XYZ file:
```
22
Properties=species:S:1:pos:R:3:mulliken_spin:R:1
C -0.589 1.073 0.123 0.093
C -1.174 0.110 1.086 0.053
N -1.226 -1.197 0.219 0.485
C -0.103 -1.770 -0.318 -0.054
N -0.093 -2.447 -1.511 0.018
N 1.102 -1.729 0.438 0.202
H -0.868 0.918 -1.028 0.040
H 0.482 0.900 -0.097 0.027
H -0.785 2.041 0.530 0.021
H -0.722 -0.178 1.923 -0.008
H -2.187 0.594 1.202 0.008
H -2.123 -1.312 -0.304 -0.027
H -0.819 -2.220 -2.210 0.000
H 0.447 -3.374 -1.538 -0.001
H 1.940 -2.017 0.090 -0.007
H 1.111 -1.380 1.350 -0.005
H 2.965 0.390 -1.850 0.000
H 1.822 1.334 -2.357 0.000
O 2.070 0.746 -1.683 0.010
H 0.426 3.073 1.758 -0.006
H -1.278 3.230 1.819 -0.005
O -0.398 3.214 2.361 0.158
```

As for the total charge: +2. The calculation puts the HOMO-LUMO gap (alpha / beta) at 10.39 / 3.76 eV. For the HOMO energy (alpha / beta), the calculation gives -18.79 / -17.86 eV. The expectation value of S² is 0.764. For the total energy, the calculation gives -436.64461 a.u. The value obtained for the LUMO energy (alpha / beta) is -8.3985 / -14.0942 eV. The spin multiplicity is 2.

---

(10)
Formula: C3H14N5
Source: the OMol25 dataset
Level of theory: ωB97M-V/def2-TZVPD

XYZ file:
```
22
Properties=species:S:1:pos:R:3:mulliken_charge:R:1
N -2.055 1.114 1.315 -0.535
C -2.033 -0.245 1.636 0.537
N -2.753 -1.028 0.761 -0.536
N -1.471 -0.759 2.660 -0.698
H -1.245 1.609 1.651 0.217
H -2.246 1.335 0.348 0.260
H -2.570 -0.928 -0.227 0.235
H -2.749 -1.994 1.055 0.287
H -1.301 -0.049 3.371 0.248
C 1.225 0.126 -1.847 -0.539
N -0.012 -0.478 -2.291 -0.538
C 1.328 -0.079 -0.351 -0.358
N 2.480 0.711 0.233 -0.256
H 1.253 1.195 -2.081 0.355
H 2.124 -0.304 -2.318 0.377
H 0.017 -0.710 -3.275 0.256
H -0.191 -1.348 -1.800 0.228
H 1.533 -1.122 -0.106 0.345
H 0.422 0.261 0.155 0.027
H 2.526 0.552 1.242 0.372
H 3.368 0.433 -0.187 0.352
H 2.349 1.708 0.057 0.363
```

As for the total charge: +1. The calculation puts the HOMO-LUMO gap at 7.97 eV. For the HOMO energy, the calculation gives -11.98 eV. For the total energy, the calculation gives -396.23303 a.u. The value obtained for the LUMO energy is -4.0156 eV.

---

(11)
Formula: C3H14N5
Source: the OMol25 dataset
Level of theory: ωB97M-V/def2-TZVPD

XYZ file:
```
22
Properties=species:S:1:pos:R:3:mulliken_charge:R:1
C -3.425 -0.102 -0.041 -1.092
C 0.375 -0.440 1.149 -0.054
C 2.549 0.047 -0.227 -0.125
N -0.031 -1.620 0.754 -0.288
N -0.272 0.677 0.837 -0.433
N 3.002 -0.593 -1.370 -0.374
N 3.342 0.952 0.248 -0.262
N -2.441 0.751 -0.763 -0.562
H -4.450 -0.201 -0.438 0.391
H -3.060 -1.035 0.194 0.306
H -3.683 0.246 0.863 0.468
H 1.282 -0.206 1.707 0.595
H 0.591 -2.294 1.118 0.219
H -0.985 -1.687 0.451 0.178
H 0.137 1.559 0.904 0.244
H -1.209 0.795 0.069 0.364
H 2.333 -0.748 -2.130 0.230
H 3.876 -0.407 -1.815 0.201
H 4.245 1.143 -0.255 0.199
H 3.114 1.203 1.219 0.260
H -2.930 1.639 -0.790 0.275
H -2.360 0.322 -1.684 0.261
```

As for the total charge: +1. The calculation puts the HOMO-LUMO gap at 9.17 eV. For the HOMO energy, the calculation gives -11.62 eV. For the total energy, the calculation gives -396.17245 a.u. The value obtained for the LUMO energy is -2.4565 eV.

---

(12)
Formula: C3H14NO2
Source: the OMol25 dataset
Level of theory: ωB97M-V/def2-TZVPD

XYZ file:
```
20
Properties=species:S:1:pos:R:3:mulliken_spin:R:1
C -1.008 1.982 -0.520 0.234
C 0.168 1.375 0.235 0.318
N 0.167 -0.099 0.089 0.192
C 1.325 -0.797 0.693 1.025
H -1.378 1.305 -1.295 -0.007
H -0.727 2.887 -1.053 -0.051
H -1.833 2.189 0.159 -0.049
H 0.073 1.540 1.301 -0.201
H 1.137 1.715 -0.110 0.041
H -0.663 -0.547 0.549 -0.198
H 0.162 -0.410 -0.890 -0.131
H 1.499 -0.459 1.710 -0.103
H 1.097 -1.858 0.752 -0.314
H 2.192 -0.641 0.066 -0.066
H 1.318 -1.967 -2.463 -0.053
H 0.647 -1.010 -3.451 -0.038
O 0.742 -1.187 -2.507 0.166
H -1.342 -2.058 2.312 -0.102
H -2.180 -0.814 2.462 -0.015
O -1.397 -1.144 1.963 0.350
```

As for the total charge: 0. The calculation puts the HOMO-LUMO gap (alpha / beta) at 2.82 / 11.54 eV. For the HOMO energy (alpha / beta), the calculation gives -2.51 / -11.33 eV. The expectation value of S² is 0.750. For the total energy, the calculation gives -327.80366 a.u. The value obtained for the LUMO energy (alpha / beta) is 0.3156 / 0.2071 eV. The spin multiplicity is 2.

---

These records have relative energy (zero: lowest compared OMol25 entry of this formula, charge and spin) values of 57.0; 53.3; 119.7; 22.7; 39.9; 27.5; 38.5; 74.1; 23.6; 39.8; 77.8; 7.9 kcal per mole, in the order they appear.